#a
Molecular formula: C5H12NOS
Method: DFT, ωB97M-V/def2-TZVPD

The geometry in XYZ format:
```
20
Properties=species:S:1:pos:R:3:mulliken_charge:R:1
S 1.28 1.03 1.12 0.0061
O -2.84 -1.02 0.79 -0.4973
N -1.32 -2.38 -0.77 -0.2299
C -0.68 -1.26 -0.02 0.0563
C 0.60 0.90 -0.53 -1.0271
C -1.77 -0.46 0.65 -0.0104
C 0.42 -0.58 -0.88 -0.7943
C 2.00 2.67 1.30 -0.8963
H 1.21 1.40 -1.29 0.4812
H -2.34 -2.23 -0.77 0.3504
H -0.39 1.37 -0.64 0.3999
H -0.09 -1.70 0.78 0.2516
H 1.53 3.39 0.65 0.3035
H 3.07 2.73 1.09 0.3085
H -1.23 -3.27 -0.29 0.3693
H 1.71 2.94 2.31 0.3286
H -0.94 -2.45 -1.71 0.3553
H -1.63 0.59 0.94 0.4104
H 1.35 -1.14 -0.83 0.3398
H 0.07 -0.53 -1.91 0.4944
```

Properties
Structure (SMILES): CSCC[C@H]([NH3+])C=O
Highest occupied orbital energy: -12.150 eV
Gap between HOMO and LUMO: 8.345 eV
Charge: +1

#b
Molecular formula: C5H12NOS
Method: DFT, ωB97M-V/def2-TZVPD

The geometry in XYZ format:
```
20
Properties=species:S:1:pos:R:3:mulliken_charge:R:1
S 0.32 1.51 -0.12 -0.1049
O -1.51 0.04 1.44 -0.5441
N -0.71 -1.14 -0.15 -0.2101
C 2.56 0.61 0.51 -1.5660
C 0.78 -1.21 0.03 -0.9002
C -1.17 0.26 0.15 0.5161
C 1.45 0.17 -0.40 0.3117
C -2.25 0.64 -0.83 -1.3678
H 3.51 -0.07 0.47 0.3227
H 0.87 -1.30 1.05 0.4006
H 1.30 -2.06 -0.52 0.3856
H -2.01 0.86 1.76 0.4466
H -3.01 -0.14 -0.90 0.4248
H -0.98 -1.49 -1.09 0.4046
H 2.95 1.53 0.10 0.4599
H -1.99 1.12 -1.78 0.3711
H 2.27 0.66 1.49 0.4807
H -2.96 1.46 -0.45 0.3724
H 1.83 0.23 -1.36 0.3946
H -1.26 -1.69 0.59 0.4017
```

Properties
Structure (SMILES): C[C@H]1C[NH2+][C@@](C)(O)S1
Highest occupied orbital energy: -13.010 eV
Gap between HOMO and LUMO: 9.758 eV
Charge: +1

Which is most stable, and by how much? #a, by 0.0168 hartree.

#a
Molecular formula: C2H8O2S
Method: DFT, ωB97M-V/def2-TZVPD

The geometry in XYZ format:
```
13
Properties=species:S:1:pos:R:3:mulliken_charge:R:1
S -2.94 -0.55 -0.36 -0.2886
O -0.04 -0.03 4.72 -0.6535
O 0.00 0.00 0.00 -0.5297
C -0.85 0.22 1.09 -0.2824
C -1.94 -0.86 1.16 -0.4853
H -0.22 -0.86 5.22 0.3244
H -2.00 -0.31 -1.30 0.1421
H -0.30 0.16 2.05 0.1751
H -1.52 -1.88 1.10 0.3008
H -2.52 -0.79 2.10 0.3269
H -1.33 1.21 1.03 0.3355
H 0.78 0.59 0.08 0.3156
H 0.91 -0.10 4.46 0.3192
```

Properties
Structure (SMILES): OCCS.O
Highest occupied orbital energy: -8.733 eV
Gap between HOMO and LUMO: 9.253 eV
Charge: 0

#b
Molecular formula: C2H8O2S
Method: DFT, ωB97M-V/def2-TZVPD

The geometry in XYZ format:
```
13
Properties=species:S:1:pos:R:3:mulliken_charge:R:1
S 0.19 0.22 -0.47 -0.0371
O -1.85 -0.71 1.00 -0.5257
O 3.04 0.39 1.42 -0.6163
C -0.92 0.64 -1.81 -0.7923
C -0.64 -1.19 0.37 -0.3207
H -0.93 -2.05 -0.26 0.2874
H -0.71 0.14 -2.77 0.2636
H -1.66 0.06 1.58 0.3398
H -0.82 1.73 -1.94 0.2861
H 3.80 0.78 1.92 0.2982
H -1.97 0.42 -1.53 0.2715
H 0.11 -1.54 1.10 0.2415
H 2.37 1.11 1.40 0.3040
```

Properties
Structure (SMILES): CSCO.O
Highest occupied orbital energy: -8.837 eV
Gap between HOMO and LUMO: 9.475 eV
Charge: 0

Which is most stable, and by how much? #b, by 0.0046 hartree.

#a
Molecular formula: C3H9N3O2S
Method: DFT, ωB97M-V/def2-TZVPD

The geometry in XYZ format:
```
18
Properties=species:S:1:pos:R:3:mulliken_charge:R:1
S 2.69 1.09 0.69 0.5730
O 2.61 2.10 1.69 -0.5002
O 2.22 -0.37 1.24 -0.4812
N 1.34 1.41 -0.37 -0.2327
N -0.48 -1.00 0.04 -0.5818
N -1.36 -0.97 2.24 -0.3824
C 0.95 0.38 -1.35 -1.2681
C -1.04 -0.38 1.06 0.2417
C -0.42 -0.26 -1.22 -0.2799
H -1.49 0.70 1.04 0.1833
H 1.64 -0.33 -1.42 0.5856
H 2.09 -0.96 0.43 0.3937
H -1.22 0.48 -1.26 0.3689
H -2.03 -0.62 2.92 0.2305
H 1.04 0.82 -2.32 0.3862
H -0.57 -1.03 -2.13 0.2634
H -1.26 -1.97 2.31 0.2322
H 0.62 2.03 -0.16 0.2679
```

Properties
Highest occupied orbital energy: -8.966 eV
Gap between HOMO and LUMO: 9.897 eV
Charge: 0

#b
Molecular formula: C3H9N3O2S
Method: DFT, ωB97M-V/def2-TZVPD

The geometry in XYZ format:
```
18
Properties=species:S:1:pos:R:3:mulliken_charge:R:1
S 1.01 -1.13 -0.18 0.8338
O 0.49 -1.50 -1.52 -0.6285
O -3.01 0.87 -1.20 -0.4529
N 0.29 1.18 0.28 -0.6394
N -1.79 0.38 -0.54 -0.1366
N -1.66 2.55 0.27 -0.4866
C 0.98 -2.46 0.96 -0.7794
C -0.93 1.37 0.00 0.5206
C 2.80 -0.52 -0.27 -0.8646
H 3.23 -0.65 0.70 0.3169
H 0.04 -3.12 0.92 0.2579
H -2.44 2.51 0.93 0.2238
H -1.04 3.17 0.72 0.2788
H 2.61 0.52 -0.38 0.3420
H -3.75 0.62 -0.62 0.3366
H 1.20 -2.37 2.07 0.3002
H 3.39 -1.03 -1.02 0.3309
H -1.43 -0.36 -1.11 0.2464
```

Properties
Highest occupied orbital energy (spin up / spin down): -8.106 / -8.754 eV
Gap between HOMO and LUMO (spin up / spin down): 7.628 / 8.049 eV
Charge: 0

Which is most stable, and by how much? #a, by 0.1687 hartree.